[1]
# C4H11NO2

A cluster of 2 separate species, C4H11NO2 in total (the ωB97M-V functional and the def2-TZVPD basis, OMol25).

**HOMO level**: -0.34077 Ha
**Calculated total energy**: -9909.9801 eV
**SMILES**: CCN(C)C=O.O
**Max |F|**: 5.279 eV/Å
**M**: 105.1 g mol⁻¹
**Energy relative to the best compared isomer or geometry (same formula, charge and spin)**: 2.262 eV

CARTESIAN COORDINATES (ANGSTROEM)
H (0.44682, 1.92067, -0.43261)
H (1.09951, 1.27974, -2.42608)
H (-0.59154, 0.87478, 4.17668)
O (-0.54123, 0.06492, 4.69988)
H (-0.07892, -2.14381, -0.08143)
H (-1.30568, -1.21894, 1.09101)
C (0.26922, 1.13162, 0.24211)
H (0.20517, 0.51647, -3.59050)
N (-0.31307, -0.00250, -0.37101)
H (-1.47369, 0.17423, -2.02748)
H (0.37693, -1.03168, 1.26470)
C (0.69582, 0.25260, -2.59851)
H (1.41411, -0.43879, -2.97683)
H (-0.54842, -1.32373, -1.93220)
C (-0.41611, -1.23332, 0.47293)
O (0.79526, 1.20972, 1.38166)
C (-0.47083, -0.21292, -1.85425)
H (0.43664, 0.18095, 4.96193)

Forces on atoms 1 to 3 (eV/Å):
-0.296 1.264 -1.054
-0.033 -1.126 0.685
-0.554 -0.072 -0.303

***

[2]
# C40H41ClO6PbS2Sb

A structure of composition C40H41ClO6PbS2Sb (the ωB97M-V functional and the def2-TZVPD basis, OMol25).

**HOMO level**: -0.52402 Ha
**Calculated total energy**: -100373.4472 eV
**Net charge**: +3
**Max |F|**: 5.616 eV/Å
**M**: 1046.3 g mol⁻¹

CARTESIAN COORDINATES (ANGSTROEM)
C (8.75732, 17.60945, 16.21892)
C (8.43870, 15.82703, 17.81318)
H (9.85103, 9.87344, 13.42203)
C (10.31732, 14.26898, 12.70993)
H (20.05127, 7.78095, 18.17163)
H (4.73503, 12.60015, 12.77801)
H (20.22059, 2.66731, 15.79650)
C (7.35352, 14.12626, 15.18721)
H (6.68259, 20.00485, 19.02575)
C (8.26789, 12.89730, 11.18305)
C (10.31481, 16.93049, 9.50091)
H (20.72062, 4.90018, 16.79568)
C (12.98004, 7.20215, 11.15616)
H (14.59559, 9.15930, 11.97552)
H (5.05418, 12.22418, 10.29618)
C (7.49551, 18.01461, 18.22637)
C (7.95538, 18.46704, 17.00414)
C (7.22644, 12.56685, 10.30884)
O (15.43855, 6.98686, 16.33491)
H (12.39504, 16.35537, 9.17874)
C (6.69420, 13.11950, 13.11048)
C (19.81304, 4.80554, 16.25079)
C (9.18015, 16.83379, 10.27214)
S (9.83825, 15.39732, 15.41833)
Cl (15.46606, 5.57405, 16.08029)
C (11.26328, 8.60400, 12.42156)
H (7.63961, 19.40067, 16.54456)
C (13.58055, 9.38279, 12.26414)
C (12.70476, 13.74346, 12.29632)
H (7.16278, 14.46239, 16.20797)
O (14.77581, 5.30871, 14.89506)
O (12.51898, 12.45095, 15.17683)
C (11.89083, 10.65639, 13.43737)
C (12.58785, 8.41748, 11.95136)
C (6.44690, 18.90084, 18.92845)
O (17.00580, 5.16311, 15.89123)
H (6.33846, 18.67125, 19.99210)
C (11.45984, 13.49799, 12.96501)
H (13.33037, 6.46255, 11.87328)
H (16.50944, 3.54943, 20.89193)
Sb (18.13626, 5.16805, 17.56291)
C (7.68641, 16.67818, 18.63475)
C (5.66290, 12.75721, 12.24608)
H (18.20824, 2.91475, 19.16958)
H (5.30651, 13.55742, 14.80033)
H (18.87434, 8.55303, 16.96288)
C (6.37601, 13.55755, 14.43284)
C (11.48082, 16.18426, 9.80058)
O (10.62638, 14.39231, 16.28879)
H (8.24590, 17.41978, 10.11193)
H (18.88953, 8.98567, 18.65022)
C (17.97650, 7.16831, 18.32566)
C (8.02498, 13.21371, 12.51960)
C (8.61082, 14.41511, 14.56708)
H (19.75211, 5.70476, 15.60604)
H (13.46356, 14.67773, 10.60853)
H (13.74899, 7.36718, 10.46455)
H (10.50609, 7.80499, 12.14273)
H (13.93081, 11.22744, 13.30877)
H (9.01102, 17.96627, 15.20363)
C (12.59448, 14.58993, 11.25528)
H (16.52250, 2.99835, 18.33013)
H (8.47120, 14.80010, 18.12948)
C (11.50440, 15.35419, 10.92324)
C (9.19201, 15.97563, 11.35411)
H (19.84824, 3.68786, 14.39157)
H (5.51161, 18.85260, 18.34374)
H (13.58505, 13.19855, 12.40030)
C (5.89479, 12.50736, 10.90963)
H (12.09953, 6.77616, 10.59933)
H (8.26580, 15.81766, 11.90884)
C (10.91966, 9.69968, 13.16625)
H (17.39850, 4.96926, 20.49366)
H (7.31607, 16.27616, 19.57988)
C (8.89636, 16.29873, 16.55852)
H (15.88480, 4.82980, 19.65243)
H (17.02233, 7.43145, 17.81208)
S (11.35789, 12.13890, 14.17590)
H (7.48427, 12.41992, 9.29808)
C (17.34152, 3.54256, 18.87113)
H (18.54747, 3.14155, 15.49639)
C (19.05253, 8.12396, 18.00040)
O (15.02500, 4.79340, 17.14397)
C (16.70661, 4.24992, 20.08693)
H (9.21166, 13.01457, 10.79597)
H (10.29999, 17.42982, 8.57002)
Pb (12.66454, 13.75448, 16.96046)
C (8.93691, 13.94658, 13.34896)
C (19.56229, 3.49461, 15.44981)
H (17.78581, 7.06766, 19.37965)
C (13.25402, 10.53964, 13.02766)
C (10.31956, 15.26250, 11.71284)

Forces on atoms 1 to 3 (eV/Å):
-1.565 1.834 -1.015
-1.044 0.647 0.022
0.956 -0.131 0.047

***

[3]
# C2H5I2P

A structure of composition C2H5I2P (the ωB97M-V functional and the def2-TZVPD basis, OMol25).

**HOMO level**: -0.33418 Ha
**Calculated total energy**: -27644.8724 eV
**Max |F|**: 2.326 eV/Å
**M**: 313.8 g mol⁻¹
**Energy relative to the best compared isomer or geometry (same formula, charge and spin)**: 0.710 eV

CARTESIAN COORDINATES (ANGSTROEM)
H (-0.19683, 1.07612, -1.70058)
P (0.90969, 2.09783, 0.13273)
C (-0.01738, -0.69490, -0.20533)
H (1.01761, 2.76933, -1.09214)
H (0.79083, -1.34131, -0.74637)
I (-2.22585, 1.56444, 0.03684)
H (-0.96907, -1.19574, -0.23487)
C (-0.24248, 0.82444, -0.59134)
H (0.38052, -0.62951, 0.80206)
I (3.06388, 0.91457, 0.08503)

Forces on atoms 1 to 3 (eV/Å):
-0.465 -0.939 1.372
-0.135 -0.220 0.685
1.255 0.691 -0.443